No. 1
Entry from OMol25: a 2-piece molecular cluster, C36H50Cl2NO6PSSi overall at a distorted geometry (wB97M-V/def2-TZVPD).

```
98
Properties=species:S:1:pos:R:3:forces:R:3
C -2.06645 -7.13768 -0.29162 -0.224 -0.266 0.017
C -3.01041 -6.45548 -0.57570 0.176 0.379 0.377
C -4.09605 -5.48578 -0.75955 0.101 -0.059 -0.092
C -3.72104 -4.28122 -1.60922 -0.270 -0.058 -0.200
C -4.48069 -3.94321 -2.73091 -0.162 0.019 -0.054
C -5.67314 -4.73099 -3.21786 0.303 -0.407 -0.995
C -5.26930 -5.66219 -4.40067 -0.312 -0.896 1.623
C -4.63064 -6.97602 -4.02284 2.369 2.057 -1.920
O -3.93408 -5.76182 -4.67639 -0.093 0.017 -0.301
C -4.12007 -2.83612 -3.49696 0.081 -0.160 0.329
C -3.03884 -2.06602 -3.13774 -0.109 0.316 -0.276
C -2.27677 -2.36786 -2.01842 -0.454 0.489 -0.287
C -2.62628 -3.47416 -1.25966 0.243 0.079 0.428
S -1.65350 -3.85786 0.17712 0.162 -0.065 -0.124
C -0.97208 -2.26555 0.58911 -0.415 -0.393 -0.209
C -0.58134 -2.04243 1.90478 -0.268 0.152 0.195
C -0.78292 -3.15673 2.90260 -0.033 0.160 -0.064
C -0.02409 -0.79767 2.24889 -0.348 -0.235 -0.101
C 0.36736 -0.66391 3.68150 0.795 -0.009 -0.159
Cl -0.65841 0.22884 4.77685 -0.237 -0.115 -0.099
C 1.43313 -1.26638 4.21518 -0.165 0.265 0.133
C 1.87815 -1.25508 5.63950 0.157 -0.478 0.077
Cl 2.48831 -2.19094 3.18438 0.001 0.056 -0.055
C 0.13475 0.20626 1.27135 -0.011 0.250 -0.089
C 0.75357 1.57559 1.57942 0.295 -0.547 0.670
C -0.12164 2.43064 2.52842 -0.486 -0.337 -0.487
C 2.22572 1.39869 2.04674 0.027 0.711 -0.233
C 2.79101 2.54991 2.90409 0.529 -0.511 0.364
C 2.89190 2.19840 4.40346 0.064 0.295 -0.440
C -0.29016 -0.05541 -0.04014 -0.065 -0.070 -0.291
C -0.21785 1.01155 -1.11525 0.123 0.443 0.616
C 1.16422 1.26043 -1.76728 -0.661 0.415 -0.097
O 2.24826 0.61043 -1.10879 0.089 0.144 -0.729
Si 3.74631 1.11029 -1.66661 0.874 -0.372 0.433
C 3.91175 0.89964 -3.52278 -0.742 0.147 0.280
C 4.11878 2.88510 -1.18558 -0.251 0.340 -0.185
C 4.98332 -0.01373 -0.80928 -0.675 0.282 -0.243
C -0.82025 -1.30481 -0.38651 -0.015 0.957 0.163
N -1.15460 -1.51739 -1.76109 0.507 -1.704 0.441
P 0.25774 -2.01736 -2.74216 0.144 0.613 -0.762
O 1.34295 -2.17581 -1.53302 -0.063 -0.299 -0.354
O -0.07231 -3.53866 -3.19387 0.022 0.009 0.535
H -1.29346 -7.78539 0.04556 0.091 0.023 -0.181
H -4.43798 -5.12750 0.21649 0.154 -0.119 0.103
H -4.92725 -6.03710 -1.19050 -0.096 0.182 -0.051
H -6.42752 -4.05642 -3.62158 -0.079 0.133 0.327
H -6.11510 -5.37084 -2.46270 -0.268 0.254 0.097
H -5.95607 -5.69464 -5.24246 0.018 0.099 -0.079
H -4.42774 -7.67560 -4.82411 -0.878 -0.811 0.517
H -4.00211 -7.04383 -3.14347 -0.887 -0.591 0.594
H -4.70463 -2.58649 -4.37307 0.021 0.035 -0.022
H -2.77143 -1.20010 -3.73182 0.058 0.005 0.063
H -0.04389 -3.94006 2.72013 -0.026 -0.081 0.129
H -1.77423 -3.59620 2.79112 0.012 -0.032 -0.075
H -0.69590 -2.81664 3.92946 0.106 -0.009 0.015
H 2.14076 -2.27493 5.93090 -0.033 0.013 0.001
H 2.78983 -0.66710 5.75506 -0.063 0.111 0.002
H 1.11227 -0.89990 6.32020 -0.021 0.169 -0.071
H 0.81474 2.13251 0.65273 0.015 -0.020 -0.034
H -1.10181 1.96247 2.62620 -0.030 0.076 0.045
H -0.29999 3.40452 2.07186 0.198 0.150 0.219
H 0.27767 2.52810 3.53198 0.084 0.137 -0.008
H 2.39271 0.45201 2.55424 -0.126 0.035 0.063
H 2.82848 1.35017 1.14234 -0.041 -0.163 -0.076
H 3.81918 2.73302 2.57887 -0.074 0.100 -0.166
H 2.24321 3.48217 2.76505 -0.034 0.003 -0.090
H 3.12786 1.13997 4.50600 -0.162 -0.051 0.098
H 3.72198 2.73626 4.86512 -0.160 0.158 0.111
H 1.96859 2.44032 4.92955 0.026 -0.218 0.174
H -0.53089 1.94304 -0.64210 -0.018 0.049 -0.117
H -0.94480 0.83265 -1.90132 0.006 -0.276 0.013
H 1.32310 2.34788 -1.76459 0.087 -0.030 0.043
H 1.09320 0.97840 -2.82312 0.246 -0.292 0.061
H 3.17042 1.53961 -4.01014 0.138 0.060 -0.136
H 3.66723 -0.12258 -3.81943 0.212 -0.044 -0.051
H 4.90238 1.18367 -3.87335 0.052 -0.082 -0.017
H 5.10270 2.98942 -0.72530 0.016 -0.150 0.026
H 3.38884 3.31006 -0.49114 -0.024 -0.118 0.043
H 4.11742 3.53474 -2.06576 -0.019 -0.014 0.002
H 4.79630 0.02760 0.26477 0.194 -0.093 0.054
H 4.84779 -1.03798 -1.15933 0.160 -0.076 0.095
H 5.99112 0.33092 -1.04004 0.085 -0.115 0.098
H 2.10105 -1.62437 -1.76780 0.041 0.111 0.377
H -0.27228 -4.15369 -2.46794 -0.029 0.002 -0.049
C -0.61429 8.09521 1.85118 -0.104 -0.073 -0.079
C 0.63805 7.35648 1.42759 -0.054 0.191 0.080
O 0.34024 6.07335 0.86893 0.173 -0.140 0.062
C 0.01708 5.88780 -0.42497 -0.201 0.057 -0.009
C -0.30120 7.07995 -1.29621 0.361 0.100 -0.065
O -0.07148 4.76315 -0.83598 0.060 -0.131 -0.015
H -1.26481 8.30436 1.00172 0.040 0.055 -0.017
H -0.35456 9.04154 2.32605 0.014 -0.008 0.011
H -1.18373 7.49203 2.55813 0.041 0.011 0.040
H 1.25233 7.94137 0.74136 -0.040 -0.010 -0.038
H 1.25562 7.14520 2.29898 0.001 -0.098 -0.024
H -1.38014 7.22943 -1.29817 -0.012 -0.004 0.008
H 0.02379 6.85296 -2.30843 -0.127 -0.102 -0.012
H 0.18700 8.00157 -0.99020 -0.105 0.016 0.075
```
Forces are in eV/Å.

Calculated values
E (eV): -104964.9568
Maximum force (eV/A): 3.68
SMILES: C#CCc1c(C[C@@H]2CO2)ccc2c1Sc1c(C)c(/C(Cl)=C(/C)Cl)c([C@@H](C)CCC)c(CCO[Si](C)(C)C)c1N2P(O)O.CCOC(C)=O
Highest occupied orbital energy (eV): -7.479
M (g/mol): 754.830

Listed below, in e, are the Mulliken charges computed for each atom:
1. C 0.0353
2. C -0.4742
3. C -1.3656
4. C 0.5360
5. C 0.9063
6. C -1.9567
7. C 0.4967
8. C -0.6196
9. O -0.4152
10. C -1.0266
11. C -0.8462
12. C -1.5696
13. C 1.7121
14. S -0.2926
15. C 1.6018
16. C 0.6509
17. C -2.5103
18. C 0.6031
19. C -0.0186
20. Cl -0.2736
21. C 0.6825
22. C -1.4208
23. Cl -0.1847
24. C 0.0291
25. C 1.5089
26. C -1.9155
27. C 1.9307
28. C -0.8979
29. C -0.9639
30. C 0.0716
31. C -1.8971
32. C -1.1054
33. O 0.2858
34. Si 0.7556
35. C -1.3287
36. C -1.1384
37. C -1.1462
38. C -0.7056
39. N 0.8458
40. P -0.1813
41. O -0.4705
42. O -0.3852
43. H 0.4362
44. H 0.4463
45. H 0.2999
46. H 0.5207
47. H 0.3751
48. H 0.4120
49. H 0.3861
50. H 0.0565
51. H 0.4276
52. H 0.5231
53. H 0.3845
54. H 0.6154
55. H 0.3455
56. H 0.3887
57. H 0.2675
58. H 0.4172
59. H 0.2039
60. H 0.5241
61. H -0.0227
62. H 0.3587
63. H -0.4579
64. H -1.6605
65. H 0.5129
66. H 0.2181
67. H 0.0568
68. H 0.4552
69. H 0.2463
70. H 0.4395
71. H 0.5417
72. H 0.7191
73. H 0.4889
74. H 0.3137
75. H 0.3259
76. H 0.3859
77. H 0.4120
78. H 0.1970
79. H 0.3354
80. H 0.2908
81. H 0.3046
82. H 0.3799
83. H 0.2717
84. H 0.3380
85. C -1.0153
86. C -0.4313
87. O -0.3046
88. C 0.8465
89. C -1.2925
90. O -0.5047
91. H 0.2677
92. H 0.3819
93. H 0.3046
94. H 0.3575
95. H 0.3462
96. H 0.2912
97. H 0.3332
98. H 0.3960



No. 2
Entry from OMol25: C36H50CrN6O4P2 as an isolated structure at a distorted geometry (wB97M-V/def2-TZVPD).

```
99
Properties=species:S:1:pos:R:3:forces:R:3
Cr -0.75625 0.39425 -0.64657 0.134 -0.913 0.492
C 2.49934 3.94440 2.21249 0.036 -0.099 -0.052
O 2.77132 2.66060 1.64134 -0.033 0.344 0.040
C 3.92521 2.04537 1.99840 -0.041 0.195 0.009
C 4.78730 2.50065 2.98592 0.131 0.002 0.114
C 5.96782 1.81594 3.25064 -0.024 -0.002 0.000
C 6.30140 0.67444 2.53753 0.006 -0.013 0.010
C 5.43065 0.20583 1.56593 -0.041 -0.138 -0.039
C 4.24566 0.87742 1.30283 0.058 -0.241 -0.189
N 3.40079 0.41796 0.23967 0.414 0.104 -0.094
C 2.06811 0.35657 0.28772 -0.317 -0.079 0.126
N 1.57112 0.26901 1.55025 -0.393 -0.113 0.039
C 0.37098 0.71353 2.12157 0.158 -0.104 -0.233
C -0.57646 1.59130 1.58188 -0.057 0.215 -0.133
C -1.68117 1.99232 2.35735 -0.087 0.039 -0.106
C -1.85327 1.51792 3.62964 -0.082 0.001 0.009
C -0.92241 0.63032 4.17752 -0.110 0.013 0.136
C 0.17792 0.25558 3.44497 -0.127 -0.108 -0.017
O 1.15726 -0.55678 3.89246 0.275 -0.086 0.324
C 1.24005 -0.79329 5.30822 -0.091 -0.001 -0.115
N 1.28662 0.25942 -0.77234 0.272 -0.110 -0.174
C 1.91220 0.56693 -2.04195 0.055 0.065 0.389
C 1.78400 1.86979 -2.52950 -0.116 0.015 0.062
C 2.40523 2.26698 -3.69897 0.019 -0.009 -0.029
C 3.19340 1.35375 -4.39516 -0.019 0.028 -0.032
C 3.34241 0.06502 -3.91712 0.054 0.018 -0.122
C 2.70790 -0.34093 -2.74451 -0.034 -0.054 -0.018
O 3.01049 -1.60680 -2.33546 -0.014 -0.171 0.283
C 2.01123 -2.43265 -1.75072 0.044 0.103 -0.145
H 1.59426 4.30048 1.73231 -0.052 -0.018 -0.044
H 3.31385 4.64010 2.01355 0.035 0.011 -0.020
H 2.33486 3.87025 3.28796 -0.001 -0.036 0.036
H 4.55744 3.40076 3.53861 0.011 -0.035 -0.016
H 6.63289 2.18788 4.02037 -0.033 -0.008 -0.051
H 7.22772 0.14999 2.73628 -0.074 0.042 -0.019
H 5.66673 -0.68745 0.99374 -0.022 0.090 0.075
H 3.84462 0.20048 -0.63798 0.029 0.078 -0.126
H 2.26371 0.04650 2.25554 0.000 -0.050 0.014
H -2.35089 2.72148 1.92452 0.043 -0.016 0.029
H -2.70547 1.83157 4.22056 0.071 -0.002 -0.030
H -1.06244 0.24859 5.18091 0.008 0.054 -0.070
H 2.23074 -1.19085 5.48960 0.068 -0.053 -0.021
H 0.49078 -1.52170 5.61865 -0.039 0.009 -0.008
H 1.10984 0.13638 5.86270 0.025 0.006 -0.031
H 1.19387 2.57166 -1.94697 0.053 -0.019 -0.008
H 2.30051 3.28607 -4.05305 0.008 -0.071 0.024
H 3.69591 1.64926 -5.30825 -0.021 -0.018 0.060
H 3.96346 -0.66092 -4.43162 -0.071 0.074 0.043
H 2.35365 -3.45766 -1.86680 0.030 0.004 -0.029
H 1.06328 -2.30778 -2.28372 -0.006 -0.005 -0.026
H 1.86872 -2.22029 -0.69069 0.012 0.014 0.032
C -0.38860 -0.19889 -4.37168 0.092 -0.088 0.115
P -1.29971 0.57795 -3.01263 -0.326 0.470 -0.191
C -1.42168 2.32992 -3.51330 -0.013 -0.076 0.081
C -3.00601 -0.05080 -3.18404 0.010 -0.007 0.051
C -3.50513 -0.46808 -4.41896 0.011 -0.039 -0.029
C -4.83260 -0.84927 -4.54395 -0.023 -0.017 0.007
C -5.67794 -0.81890 -3.43980 -0.024 -0.022 -0.059
C -5.19101 -0.40941 -2.20956 0.017 -0.057 0.055
C -3.85617 -0.02915 -2.07179 0.015 0.021 -0.043
P -3.22445 0.62416 -0.49643 -0.297 0.065 -0.081
C -4.03606 -0.37817 0.79931 0.062 0.009 0.023
C -4.06214 2.23870 -0.40824 0.146 0.021 0.045
H -0.75864 0.21581 -5.30797 -0.008 -0.034 -0.070
H -0.53213 -1.27960 -4.36874 0.015 0.013 -0.006
H 0.67296 0.02827 -4.28858 -0.042 0.016 -0.030
H -2.17654 2.42310 -4.29317 0.002 0.021 -0.040
H -0.45835 2.66671 -3.89424 -0.012 -0.028 0.012
H -1.69025 2.94791 -2.65588 0.001 -0.003 -0.002
H -2.86665 -0.50084 -5.29480 -0.054 0.018 0.076
H -5.20982 -1.16971 -5.50804 0.021 0.020 0.070
H -6.71705 -1.11196 -3.54034 0.097 0.018 0.001
H -5.85646 -0.39134 -1.35105 0.049 0.016 -0.079
H -4.90152 0.15437 1.19232 -0.033 -0.030 -0.016
H -3.33261 -0.56795 1.60813 0.003 0.021 0.026
H -4.36422 -1.33370 0.38870 0.014 0.025 0.017
H -5.12125 2.07983 -0.60913 -0.034 0.022 0.001
H -3.64369 2.91687 -1.14969 -0.013 -0.009 -0.004
H -3.94136 2.69096 0.57462 -0.009 -0.045 -0.048
O -1.14632 3.07699 -0.09619 0.250 -0.082 0.271
N -0.40987 2.09227 0.25498 -0.251 0.651 -0.408
C -1.04901 -3.27991 2.89209 0.052 0.029 0.126
C -1.14256 -3.37599 1.37635 0.039 0.029 0.012
C 0.00814 -4.22509 0.83481 0.066 -0.019 -0.028
C -2.48626 -3.95439 0.95777 -0.128 0.006 0.003
N -1.05323 -1.96321 0.89829 -0.110 -0.165 -0.014
N -1.17866 -1.80949 -0.52371 0.200 0.430 0.027
H -1.09495 -4.27614 3.33611 0.003 0.070 -0.020
H -1.87054 -2.67956 3.28978 0.041 -0.036 -0.008
H -0.09995 -2.81990 3.19370 -0.104 -0.041 -0.030
H -0.06462 -5.25064 1.20696 -0.003 0.120 -0.046
H 0.97414 -3.82061 1.15771 -0.082 -0.046 -0.034
H -0.00022 -4.28927 -0.25963 0.010 -0.034 0.074
H -2.62703 -4.92790 1.42925 -0.004 0.039 -0.045
H -2.55341 -4.11289 -0.12383 -0.009 -0.007 0.083
H -3.30677 -3.30438 1.27813 0.089 -0.083 -0.019
H -0.12861 -1.61949 1.13828 0.147 -0.018 0.061
H -2.13816 -2.02658 -0.76362 -0.173 -0.023 -0.051
H -0.59997 -2.48024 -1.01858 0.157 -0.095 -0.182
```
Forces are in eV/Å.

Calculated values
Net charge: +2
E (eV): -102259.2826
Maximum force (eV/A): 1.05
Highest occupied orbital energy (alpha / beta) (eV): -12.824 / -13.011
M (g/mol): 744.778
Multiplicity: 5

Listed below, in e, are the Mulliken charges computed for each atom:
1. Cr -1.4466
2. C -1.2334
3. O 0.0018
4. C 1.2578
5. C -0.7926
6. C -0.8041
7. C -0.8062
8. C -0.7514
9. C -0.1609
10. N 0.3575
11. C -1.0529
12. N 0.4380
13. C -1.1424
14. C 0.2108
15. C -0.9095
16. C -1.0153
17. C -0.1937
18. C 0.9740
19. O -0.3448
20. C -1.1089
21. N 2.7383
22. C -0.7271
23. C -0.5870
24. C -0.7450
25. C -0.8269
26. C -0.8046
27. C 0.4228
28. O -0.4655
29. C -0.3293
30. H 0.2592
31. H 0.4794
32. H 0.4364
33. H 0.4781
34. H 0.4329
35. H 0.4207
36. H 0.4735
37. H 0.4313
38. H 0.5397
39. H 0.7450
40. H 0.4884
41. H 0.6137
42. H 0.2990
43. H 0.3324
44. H 0.4720
45. H 0.6218
46. H 0.5340
47. H 0.4421
48. H 0.4869
49. H 0.3841
50. H 0.0445
51. H 0.0695
52. C -1.2912
53. P 2.0008
54. C -1.4130
55. C 0.9429
56. C -0.9920
57. C -0.8394
58. C -0.8627
59. C -1.3616
60. C -0.0001
61. P 2.0353
62. C -1.5019
63. C -1.4381
64. H 0.6399
65. H 0.3995
66. H 0.1365
67. H 0.5069
68. H 0.4217
69. H 0.2642
70. H 0.3938
71. H 0.4455
72. H 0.4499
73. H 0.4406
74. H 0.5786
75. H 0.1328
76. H 0.4612
77. H 0.5558
78. H 0.2984
79. H 0.4243
80. O -0.5975
81. N 0.7910
82. C -1.5985
83. C 1.2623
84. C -1.4235
85. C -1.7991
86. N 0.8845
87. N -0.5753
88. H 0.4804
89. H 0.3458
90. H 0.2860
91. H 0.5003
92. H 0.2874
93. H 0.3128
94. H 0.5221
95. H 0.3216
96. H 0.2784
97. H -0.2694
98. H 0.2774
99. H 0.2473